# 1
DFT (ωB97M-V/def2-TZVPD) results for a molecular structure, C30H36BaF5N4O2PSe at a distorted geometry.

Structure (ORCA input):
```
! wB97M-V def2-TZVPD RIJCOSX def2/J DEFGRID3
* xyz 0 1
C 0.810 0.644 -6.649
H -2.111 0.950 3.248
O 1.974 -0.998 -1.550
P 2.764 1.869 0.182
C 2.526 2.810 -1.376
Ba 0.063 -0.259 -0.342
N -2.919 0.031 -0.376
C 2.492 2.198 -2.627
C 2.326 4.190 -1.292
C 6.133 4.315 2.169
H -2.985 2.905 1.412
H -1.211 -2.282 3.622
H -2.819 0.615 -1.206
C -1.047 -3.053 1.634
C 5.278 3.155 0.244
F 1.641 -0.173 -7.306
H 4.373 0.044 0.314
H 6.919 4.889 2.643
H 0.651 -1.313 2.291
H 5.389 2.841 -0.787
H -1.748 -3.855 1.893
H -4.548 -2.965 -0.200
H -2.604 -4.185 -0.202
H 2.330 2.479 -4.739
Se -1.326 0.576 -3.050
C -2.549 2.204 0.691
C -0.374 2.710 -6.513
C 0.272 0.268 -5.431
H 0.898 0.508 3.430
C -3.373 0.920 0.688
H -3.762 -1.208 -1.805
H 3.068 3.030 2.805
H 7.184 4.127 0.305
H -1.070 1.794 4.367
C 0.487 1.872 -7.197
F -1.703 3.181 -4.673
C 6.283 3.885 0.855
C -0.895 2.314 -5.294
N -0.251 -0.852 2.375
C -0.124 0.119 3.467
H -2.315 -3.015 -1.491
F 1.000 2.242 -8.375
H 1.964 6.012 -2.354
C 3.642 0.340 -0.437
C -0.592 1.087 -4.712
H -4.907 -0.669 -0.580
C 2.315 2.963 -3.773
H -0.243 -0.380 4.439
F 0.625 -0.930 -4.952
C 2.119 4.331 -3.682
H -3.684 -2.169 1.093
C 2.529 -0.693 -0.472
H -0.038 -3.440 1.800
F -0.679 3.908 -7.028
H 1.968 4.919 -4.579
C 4.977 4.011 2.869
C 4.113 2.839 0.943
C 2.115 4.943 -2.435
H -0.593 2.633 0.352
N -1.177 -2.685 0.215
C -1.087 1.301 3.392
H 0.353 2.500 2.349
H 4.856 4.349 3.891
H 4.116 0.499 -1.403
H -2.647 2.655 -0.300
H 2.354 4.681 -0.325
H -2.253 -1.457 2.457
N -1.114 2.010 0.965
H 2.616 1.126 -2.726
C -3.680 -2.335 0.012
H -1.190 3.308 2.631
H -0.439 -3.157 -0.301
C 3.971 3.273 2.256
C -2.439 -3.120 -0.410
C -0.730 2.353 2.341
H -4.427 1.205 0.546
C -1.259 -1.886 2.597
H -3.311 0.406 1.651
O 2.047 -1.026 0.649
C -3.877 -1.019 -0.735
*
```

Output
Energy above the lowest of the compared OMol25 structures with the same formula, charge and spin ... 1.467 eV
HOMO-LUMO gap ... 7.06 eV
Molecular weight ... 826.90 g mol⁻¹

# 2
DFT (ωB97M-V/def2-TZVPD) results for a single CClN3O molecule at a distorted geometry.

Structure (ORCA input):
```
! wB97M-V def2-TZVPD RIJCOSX def2/J DEFGRID3
* xyz 0 1
O -0.455 -1.009 -0.127
N -0.688 1.167 -0.036
C 0.212 0.109 0.021
Cl 1.930 0.020 0.021
N -1.920 0.564 -0.021
N -1.739 -0.719 0.133
*
```

Output
Energy above the lowest of the compared OMol25 structures with the same formula, charge and spin ... 0.533 eV
HOMO-LUMO gap ... 10.95 eV
Molecular weight ... 105.48 g mol⁻¹